# C84H210O42

A cluster of 21 separate species, C84H210O42 in total (wB97M-V/def2-TZVPD, OMol25).

Last column: Löwdin charge in e.
Element x y z (Å)
C 2.635 -11.451 9.620  -0.092
O 1.718 -11.673 10.691  -0.182
C 0.647 -10.708 10.717  -0.187
C 0.947 -9.503 11.644  -0.199
O 2.046 -8.757 11.178  -0.172
C 2.167 -7.576 11.917  -0.118
H 3.160 -12.343 9.279  0.087
H 3.324 -10.660 9.914  0.079
H 2.065 -11.038 8.787  0.081
H -0.284 -11.160 11.058  0.095
H 0.286 -10.373 9.744  0.110
H 1.226 -9.937 12.604  0.118
H 0.103 -8.846 11.850  0.115
H 1.407 -6.807 11.783  0.080
H 3.125 -7.122 11.664  0.085
H 2.200 -7.789 12.986  0.078
C -11.280 -12.082 22.547  -0.129
O -10.739 -12.158 21.277  -0.170
C -9.772 -13.197 21.064  -0.183
C -9.650 -13.469 19.544  -0.211
O -9.314 -12.292 18.801  -0.173
C -7.827 -12.110 18.966  -0.043
H -10.510 -11.896 23.296  0.072
H -11.784 -13.017 22.793  0.086
H -12.002 -11.267 22.587  0.092
H -10.034 -14.131 21.561  0.121
H -8.774 -12.954 21.429  0.101
H -10.621 -13.787 19.165  0.121
H -8.994 -14.308 19.312  0.112
H -7.194 -12.855 18.483  0.073
H -7.595 -12.040 20.029  0.055
H -7.571 -11.146 18.524  0.074
C -4.373 -10.203 25.430  -0.094
O -5.544 -10.419 26.229  -0.192
C -6.775 -10.265 25.548  -0.182
C -7.235 -11.618 24.793  -0.118
O -6.432 -12.179 23.688  -0.196
C -6.100 -11.254 22.690  -0.146
H -3.507 -9.967 26.049  0.087
H -4.492 -9.360 24.750  0.083
H -4.239 -11.144 24.896  0.080
H -6.798 -9.348 24.959  0.113
H -7.546 -10.014 26.276  0.115
H -8.237 -11.431 24.407  0.092
H -7.321 -12.467 25.472  0.118
H -6.866 -10.614 22.252  0.095
H -5.880 -11.936 21.868  0.068
H -5.175 -10.696 22.834  0.070
C -5.220 -14.780 20.190  -0.067
O -4.713 -14.196 18.963  -0.213
C -3.455 -14.655 18.508  -0.180
C -2.298 -14.095 19.418  -0.203
O -2.091 -14.906 20.565  -0.187
C -1.160 -14.302 21.586  -0.032
H -6.304 -14.698 20.115  0.068
H -4.847 -14.194 21.030  0.082
H -5.030 -15.846 20.313  0.090
H -3.408 -14.365 17.458  0.100
H -3.427 -15.743 18.569  0.112
H -2.481 -13.043 19.634  0.110
H -1.443 -14.014 18.746  0.095
H -0.950 -14.980 22.414  0.083
H -1.573 -13.381 21.997  0.077
H -0.169 -14.098 21.180  0.066
C -5.400 -6.626 14.370  -0.065
O -5.312 -6.772 15.809  -0.207
C -6.545 -6.584 16.406  -0.206
C -6.336 -6.337 17.936  -0.166
O -6.390 -7.560 18.650  -0.180
C -5.274 -8.437 18.434  -0.087
H -5.635 -5.598 14.096  0.083
H -6.143 -7.339 14.011  0.065
H -4.456 -6.897 13.897  0.088
H -7.095 -7.514 16.259  0.120
H -7.117 -5.759 15.982  0.124
H -7.037 -5.599 18.325  0.124
H -5.364 -5.873 18.104  0.089
H -4.374 -7.823 18.394  0.073
H -5.359 -9.034 17.526  0.077
H -5.104 -9.162 19.229  0.081
C 1.633 -10.864 21.855  -0.116
O 0.618 -10.687 22.838  -0.177
C -0.586 -10.062 22.345  -0.188
C -0.404 -8.566 22.100  -0.155
O -1.625 -7.765 21.853  -0.201
C -2.276 -7.947 20.568  -0.085
H 2.498 -11.376 22.277  0.084
H 2.030 -9.982 21.351  0.076
H 1.388 -11.644 21.134  0.074
H -1.434 -10.272 22.998  0.119
H -0.912 -10.652 21.488  0.109
H 0.244 -8.385 21.242  0.103
H 0.191 -8.089 22.879  0.129
H -1.467 -7.893 19.840  0.069
H -2.841 -7.048 20.321  0.079
H -2.798 -8.896 20.442  0.077
C -5.149 -11.574 7.696  -0.086
O -5.373 -11.647 6.275  -0.157
C -4.382 -12.366 5.653  -0.225
C -3.004 -11.724 5.415  -0.175
O -2.865 -10.754 4.354  -0.192
C -3.231 -9.420 4.701  -0.097
H -5.122 -12.595 8.077  0.059
H -5.963 -11.102 8.247  0.075
H -4.236 -11.068 8.010  0.086
H -4.793 -12.400 4.644  0.129
H -4.301 -13.407 5.965  0.116
H -2.194 -12.428 5.224  0.111
H -2.584 -11.273 6.314  0.112
H -3.089 -8.749 3.854  0.090
H -2.696 -9.116 5.601  0.072
H -4.242 -9.417 5.108  0.073
C -6.972 -10.552 14.914  -0.062
O -7.616 -11.410 13.905  -0.218
C -8.528 -12.341 14.526  -0.153
C -9.065 -13.347 13.426  -0.182
O -9.901 -12.684 12.508  -0.202
C -10.448 -13.438 11.432  -0.087
H -5.890 -10.644 15.013  0.077
H -7.458 -10.469 15.886  0.078
H -7.178 -9.520 14.632  0.058
H -9.340 -11.835 15.048  0.127
H -7.958 -12.965 15.214  0.107
H -9.643 -14.169 13.847  0.119
H -8.232 -13.791 12.880  0.103
H -9.675 -13.758 10.734  0.066
H -11.207 -12.888 10.876  0.088
H -10.863 -14.376 11.799  0.085
C -2.539 -8.231 9.648  -0.076
O -3.136 -8.313 8.360  -0.220
C -4.464 -7.807 8.192  -0.165
C -4.475 -6.289 8.376  -0.249
O -5.722 -5.789 8.062  -0.185
C -5.784 -4.345 8.055  -0.081
H -2.248 -7.183 9.709  0.082
H -1.605 -8.765 9.468  0.077
H -3.176 -8.651 10.426  0.094
H -5.150 -8.245 8.917  0.103
H -4.845 -8.183 7.242  0.124
H -3.748 -5.829 7.706  0.128
H -4.172 -6.009 9.384  0.114
H -6.843 -4.150 7.881  0.088
H -5.310 -3.963 7.151  0.082
H -5.378 -3.775 8.891  0.082
C 0.694 -12.675 17.145  -0.115
O 1.023 -13.548 18.190  -0.201
C 1.230 -14.892 17.760  -0.183
C 1.526 -15.762 18.972  -0.216
O 1.878 -17.063 18.581  -0.176
C 2.280 -17.904 19.705  -0.079
H -0.185 -12.990 16.583  0.064
H 1.528 -12.514 16.461  0.072
H 0.308 -11.751 17.574  0.087
H 2.144 -14.845 17.167  0.111
H 0.385 -15.273 17.186  0.120
H 0.549 -15.869 19.444  0.119
H 2.269 -15.316 19.633  0.130
H 3.020 -17.407 20.331  0.085
H 2.557 -18.894 19.341  0.084
H 1.511 -18.256 20.393  0.078
C 5.049 -9.257 13.255  -0.105
O 5.116 -8.021 13.896  -0.214
C 4.398 -7.857 15.156  -0.159
C 4.532 -6.503 15.931  -0.150
O 3.718 -5.513 15.307  -0.163
C 4.197 -5.168 14.064  -0.152
H 5.380 -9.964 14.016  0.085
H 5.849 -9.292 12.516  0.094
H 4.067 -9.456 12.825  0.077
H 4.510 -8.724 15.808  0.095
H 3.349 -8.059 14.941  0.105
H 5.559 -6.181 16.100  0.129
H 4.053 -6.739 16.881  0.111
H 3.978 -5.887 13.274  0.067
H 5.244 -4.874 13.983  0.098
H 3.784 -4.211 13.744  0.081
C -6.381 -14.843 10.101  -0.110
O -7.429 -15.072 9.241  -0.141
C -7.515 -14.085 8.239  -0.200
C -8.816 -14.280 7.462  -0.175
O -9.980 -14.017 8.276  -0.196
C -11.130 -13.682 7.492  -0.102
H -6.217 -15.709 10.743  0.094
H -6.433 -13.836 10.515  0.074
H -5.459 -14.656 9.550  0.067
H -6.784 -14.208 7.440  0.123
H -7.405 -13.037 8.519  0.109
H -8.833 -15.326 7.154  0.123
H -8.861 -13.791 6.490  0.121
H -11.498 -14.512 6.888  0.082
H -10.911 -12.878 6.789  0.083
H -11.927 -13.381 8.172  0.082
C 3.393 -4.059 10.650  -0.127
O 2.221 -4.169 11.358  -0.181
C 1.073 -3.877 10.612  -0.211
C -0.114 -3.693 11.554  -0.220
O -0.504 -4.745 12.448  -0.179
C 0.210 -4.735 13.719  -0.070
H 4.095 -3.631 11.366  0.081
H 3.411 -3.445 9.750  0.097
H 3.886 -5.024 10.529  0.083
H 0.760 -4.713 9.987  0.126
H 1.108 -3.006 9.958  0.129
H -0.925 -3.362 10.906  0.111
H 0.041 -2.736 12.051  0.114
H 1.078 -5.371 13.541  0.057
H -0.323 -5.245 14.521  0.082
H 0.600 -3.758 14.003  0.095
C -2.903 -10.826 13.404  -0.105
O -3.057 -9.768 14.304  -0.199
C -1.840 -9.453 14.952  -0.187
C -2.263 -8.804 16.259  -0.177
O -2.261 -9.691 17.380  -0.202
C -2.763 -11.047 17.147  -0.049
H -3.882 -10.890 12.930  0.088
H -2.743 -11.782 13.903  0.074
H -2.136 -10.578 12.670  0.081
H -1.286 -8.819 14.260  0.119
H -1.217 -10.335 15.097  0.119
H -3.182 -8.217 16.229  0.103
H -1.664 -7.947 16.567  0.116
H -3.584 -10.936 16.438  0.086
H -3.133 -11.499 18.067  0.073
H -2.019 -11.788 16.854  0.061
C 1.504 -9.057 17.871  -0.124
O 2.183 -9.728 18.870  -0.212
C 3.536 -10.061 18.477  -0.145
C 3.980 -11.431 19.093  -0.183
O 4.955 -12.127 18.314  -0.166
C 4.445 -13.046 17.344  -0.084
H 1.978 -8.079 17.781  0.091
H 0.499 -8.935 18.275  0.080
H 1.412 -9.675 16.979  0.082
H 4.271 -9.369 18.890  0.124
H 3.608 -10.136 17.392  0.099
H 3.087 -12.007 19.335  0.102
H 4.296 -11.315 20.130  0.118
H 5.220 -13.481 16.713  0.093
H 3.781 -12.543 16.641  0.069
H 3.861 -13.858 17.777  0.068
C -3.271 -3.659 14.398  -0.080
O -3.831 -2.520 13.710  -0.181
C -3.290 -2.136 12.473  -0.200
C -4.045 -0.987 11.769  -0.166
O -5.317 -1.457 11.358  -0.205
C -6.097 -0.577 10.676  -0.140
H -2.250 -3.555 14.768  0.064
H -3.155 -4.529 13.751  0.078
H -3.880 -3.981 15.243  0.083
H -3.267 -3.001 11.810  0.118
H -2.244 -1.864 12.609  0.113
H -3.494 -0.817 10.844  0.122
H -4.123 -0.087 12.378  0.125
H -7.026 -1.120 10.502  0.092
H -5.584 -0.388 9.732  0.092
H -6.367 0.276 11.298  0.093
C -6.526 -17.721 13.264  -0.097
O -5.466 -17.404 14.163  -0.190
C -5.133 -18.483 14.985  -0.214
C -3.985 -18.135 15.958  -0.164
O -2.814 -17.956 15.127  -0.176
C -1.731 -17.437 15.869  -0.134
H -6.803 -16.849 12.672  0.064
H -7.436 -18.093 13.735  0.088
H -6.296 -18.446 12.483  0.089
H -4.715 -19.296 14.391  0.131
H -6.008 -18.739 15.583  0.127
H -3.931 -18.975 16.650  0.126
H -4.200 -17.180 16.438  0.117
H -0.873 -17.542 15.205  0.087
H -1.509 -18.074 16.725  0.092
H -1.625 -16.394 16.166  0.066
C -3.460 0.225 15.698  -0.077
O -3.280 0.371 17.107  -0.170
C -2.278 -0.394 17.662  -0.211
C -2.387 -1.983 17.728  -0.180
O -3.545 -2.391 18.448  -0.183
C -3.601 -3.780 18.722  -0.111
H -4.423 0.652 15.414  0.091
H -3.397 -0.813 15.372  0.067
H -2.738 0.862 15.187  0.085
H -2.167 -0.101 18.706  0.123
H -1.333 -0.197 17.156  0.116
H -1.542 -2.355 18.308  0.117
H -2.333 -2.401 16.722  0.086
H -4.539 -3.806 19.276  0.095
H -2.780 -4.174 19.320  0.083
H -3.609 -4.358 17.797  0.070
C -3.858 -12.555 10.615  -0.086
O -3.529 -13.305 9.481  -0.228
C -2.581 -14.273 9.641  -0.201
C -2.604 -14.941 8.243  -0.148
O -2.003 -14.174 7.169  -0.199
C -0.578 -14.144 7.174  -0.097
H -2.988 -12.288 11.215  0.078
H -4.494 -13.064 11.339  0.065
H -4.421 -11.694 10.255  0.085
H -2.871 -14.889 10.493  0.124
H -1.599 -13.826 9.794  0.117
H -3.588 -15.275 7.914  0.120
H -2.090 -15.902 8.252  0.115
H -0.178 -14.159 8.188  0.071
H -0.180 -13.257 6.682  0.089
H -0.143 -15.068 6.793  0.085
C -5.411 -13.792 13.989  -0.059
O -4.080 -13.746 13.463  -0.215
C -3.226 -14.577 14.209  -0.205
C -1.792 -14.656 13.623  -0.150
O -1.131 -13.507 14.188  -0.218
C 0.220 -13.407 13.709  -0.059
H -5.872 -13.223 13.181  0.074
H -5.415 -13.301 14.962  0.096
H -5.842 -14.793 14.029  0.084
H -3.767 -15.522 14.249  0.104
H -3.062 -14.397 15.271  0.103
H -1.999 -14.581 12.556  0.108
H -1.342 -15.614 13.885  0.108
H 0.585 -14.422 13.552  0.090
H 0.898 -12.984 14.450  0.064
H 0.176 -12.818 12.793  0.077
C -7.418 -4.985 11.815  -0.134
O -7.343 -6.281 12.206  -0.213
C -6.733 -7.178 11.307  -0.173
C -7.389 -8.531 11.583  -0.155
O -6.823 -9.468 10.647  -0.202
C -7.184 -10.846 10.909  -0.071
H -7.710 -4.772 10.787  0.087
H -6.379 -4.659 11.797  0.081
H -7.969 -4.389 12.543  0.100
H -5.707 -7.249 11.667  0.118
H -6.762 -6.871 10.262  0.120
H -8.474 -8.624 11.622  0.137
H -7.033 -8.854 12.561  0.092
H -6.570 -11.176 11.747  0.069
H -6.878 -11.514 10.104  0.043
H -8.252 -10.970 11.088  0.093

Values from the calculation:
energy above the lowest of the compared OMol25 structures with the same formula, charge and spin	0.00	kJ/mol
calculated total energy	-176474.343	eV
strongest force on any atom	3.117	eV/Å

# C3H5NO2

A structure of composition C3H5NO2 (wB97M-V/def2-TZVPD, OMol25).

Last column: natural (NBO) charge in e.
Element x y z (Å)
O -0.747 -0.905 -1.595  -0.698
C -0.062 -0.535 -0.441  -0.133
C 0.749 0.785 -0.407  -0.236
N -0.049 1.168 0.808  -0.559
C -0.680 -0.023 0.751  0.555
O -1.191 -0.827 1.609  -0.657
H -0.416 -1.768 -1.864  0.480
H -0.442 -1.469 0.783  0.458
H 1.817 0.710 -0.183  0.196
H 0.566 1.461 -1.246  0.202
H 0.344 1.537 1.668  0.391

Values from the calculation:
energy above the lowest of the compared OMol25 structures with the same formula, charge and spin	497.04	kJ/mol
calculated total energy	-8772.543	eV
strongest force on any atom	0.352	eV/Å